P.
Density functional theory data (wB97M-V/def2-TZVPD) for a gas-phase ion, C6H9N2 (charge +1).

The geometry in XYZ format:
```
17
Properties=species:S:1:pos:R:3
N 0.66 -0.05 0.33
N 2.57 -1.29 0.81
C 2.78 0.94 -0.31
C -2.58 -0.57 -0.79
C -2.60 -0.50 0.66
C 2.10 -0.26 0.32
C -0.40 0.29 0.12
C -1.74 0.52 -0.06
H 3.55 -1.50 0.79
H -3.32 -0.06 -1.43
H -2.01 1.52 -0.02
H -1.96 -1.28 1.16
H 3.19 1.71 0.51
H 3.54 0.69 -0.93
H -3.60 -0.33 1.12
H 2.03 1.62 -0.89
H -2.21 -1.44 -1.38
```

Computed properties:
Frontier orbital gap   10.6803 eV
Structure (SMILES)   [H]/N=C(\C)[N+]#CC1CC1
Net charge   +1
LUMO level   -4.24 eV

***

Q.
Density functional theory data (wB97M-V/def2-TZVPD) for a gas-phase ion, C6H9N2 (charge +1).

The geometry in XYZ format:
```
17
Properties=species:S:1:pos:R:3
N -0.75 -0.31 -1.89
N 0.21 1.77 -1.26
C -0.72 1.15 -1.71
C -0.07 -0.33 1.50
C 0.19 -1.18 -1.66
C -0.38 -0.72 2.90
C 0.49 0.38 0.67
C 1.15 1.11 -0.36
H -0.01 -2.20 -1.91
H -1.73 -0.57 -2.21
H 1.58 1.97 0.19
H 1.05 -1.08 -1.20
H 0.34 -1.50 3.27
H 1.84 0.46 -0.84
H -1.65 1.67 -1.99
H -1.43 -0.89 3.09
H -0.10 0.26 3.43
```

Computed properties:
Frontier orbital gap   7.6104 eV
Structure (SMILES)   C=[NH+]/C=N\CC#CC
Net charge   +1
LUMO level   -5.94 eV

***

Structures ranked by computed energy, the most stable listed first: P, Q.

***

P.
Density functional theory data (wB97M-V/def2-TZVPD) for C3H4N2 in the gas phase.

The geometry in XYZ format:
```
9
Properties=species:S:1:pos:R:3
N 0.97 -0.51 -2.57
N -0.83 -0.39 0.26
C -0.37 -0.72 1.46
C -0.01 0.72 -0.55
C 0.55 0.03 -1.67
H 0.48 -0.26 1.95
H -0.88 -1.62 1.98
H -0.71 1.46 -1.00
H 0.79 1.28 0.14
```

Computed properties:
Frontier orbital gap   11.2622 eV
Structure (SMILES)   C=NCC#N
Net charge   0
LUMO level   0.64 eV

***

Q.
Density functional theory data (wB97M-V/def2-TZVPD) for a molecular structure, C3H4N2.

The geometry in XYZ format:
```
9
Properties=species:S:1:pos:R:3
N 2.15 0.21 -0.25
N 1.36 -0.61 -0.74
C 0.97 0.84 0.61
C -1.15 -0.45 -0.19
C 0.22 -0.05 0.00
H -0.96 -1.29 -0.90
H -1.56 -0.81 0.77
H -1.90 0.35 -0.43
H 0.86 1.80 1.12
```

Computed properties:
Frontier orbital gap   8.8026 eV
Net charge   0
LUMO level   -0.48 eV

***

Structures ranked by computed energy, the most stable listed first: P, Q.

***

P.
Density functional theory data (wB97M-V/def2-TZVPD) for 2 unconnected molecules or ions with the total composition C3H4N2.

The geometry in XYZ format:
```
9
Properties=species:S:1:pos:R:3
N -1.10 1.45 0.44
N -1.47 0.38 -0.04
C -1.89 -0.70 -0.33
C 2.08 0.06 0.23
C 1.34 -0.88 0.22
H 0.65 -1.70 0.23
H -0.08 1.51 0.31
H -2.29 -1.00 -1.29
H 2.77 0.88 0.24
```

Computed properties:
Frontier orbital gap   10.1996 eV
Net charge   0
LUMO level   1.04 eV

***

Q.
Density functional theory data (wB97M-V/def2-TZVPD) for 2 unconnected molecules or ions with the total composition C3H4N2.

The geometry in XYZ format:
```
9
Properties=species:S:1:pos:R:3
N 2.00 -0.09 0.35
N -0.55 -0.31 0.72
C -1.40 0.70 -0.03
C 2.64 0.10 -0.58
C -0.56 0.05 -0.69
H -1.15 -1.28 0.90
H -2.22 1.47 0.06
H -0.03 -0.32 -1.62
H 1.29 -0.33 0.90
```

Computed properties:
Frontier orbital gap   10.1639 eV
Net charge   0
LUMO level   1.02 eV

***

Structures ranked by computed energy, the most stable listed first: P, Q.

***

P.
Density functional theory data (wB97M-V/def2-TZVPD) for 2 unconnected molecules or ions with the total composition C7H16N.

The geometry in XYZ format:
```
24
Properties=species:S:1:pos:R:3
N 3.30 -2.28 3.32
C -1.36 -0.75 -2.08
C 0.33 2.67 1.46
C 0.28 1.67 -1.33
C -1.02 -0.42 -0.60
C -0.18 0.72 -0.20
C -2.04 -2.11 -1.97
C -0.24 1.35 1.07
H 2.59 -2.32 2.64
H -3.06 -2.10 -1.53
H 0.42 2.63 2.56
H 1.35 2.88 1.13
H -1.41 -2.84 -1.43
H -0.10 2.69 -1.18
H 1.34 1.76 -1.57
H 4.21 -1.96 3.05
H 3.28 -3.01 4.04
H -1.84 -0.76 0.05
H -1.89 0.06 -2.62
H -0.24 1.25 -2.22
H -0.83 0.78 1.83
H -0.29 3.58 1.28
H -0.46 -0.98 -2.68
H -2.15 -2.50 -3.00
```

Computed properties:
Frontier orbital gap   5.0752 eV
Net charge   +1
LUMO level   -6.67 eV

***

Q.
Density functional theory data (wB97M-V/def2-TZVPD) for a gas-phase ion, C7H16N (charge +1).

The geometry in XYZ format:
```
24
Properties=species:S:1:pos:R:3
N -0.55 -2.76 0.58
C -0.77 -1.36 -0.06
C 0.48 0.66 -0.89
C 0.59 -0.73 -0.23
C 1.36 2.58 0.57
C 0.13 1.80 0.11
C 1.36 3.23 1.72
C -1.62 -1.55 -1.29
H -1.00 -3.48 0.02
H -2.45 -2.24 -1.14
H -0.20 0.67 -1.73
H -0.92 -2.81 1.53
H 1.13 -0.69 0.71
H -1.38 -0.85 0.68
H -0.38 1.40 0.98
H 2.19 3.83 2.06
H 2.20 2.52 -0.10
H 0.48 3.20 2.35
H -1.06 -1.87 -2.17
H -0.50 2.50 -0.43
H 1.12 -1.32 -0.97
H 1.45 0.91 -1.33
H -2.09 -0.61 -1.56
H 0.44 -3.03 0.59
```

Computed properties:
Frontier orbital gap   8.8475 eV
Structure (SMILES)   C=CCCC[C@@H](C)[NH3+]
Net charge   +1
LUMO level   -3.55 eV

***

Structures ranked by computed energy, the most stable listed first: Q, P.

***

P.
Density functional theory data (wB97M-V/def2-TZVPD) for 2 unconnected molecules or ions with the total composition C7H16N.

The geometry in XYZ format:
```
24
Properties=species:S:1:pos:R:3
N 1.86 -0.99 0.61
C 1.01 0.16 0.79
C 1.07 1.17 -0.37
C -0.37 -0.35 -1.75
C -1.50 0.40 -1.23
C 0.93 0.54 -1.77
C -3.60 0.62 0.18
C -2.79 0.30 -1.05
H 0.19 1.82 -0.31
H -3.34 -0.03 1.01
H -0.62 -0.69 -2.76
H 1.32 0.79 1.64
H 2.02 1.72 -0.36
H -4.67 0.51 0.00
H -0.03 -0.15 0.95
H 2.82 -0.80 0.85
H -3.46 1.64 0.55
H 1.62 -1.90 0.95
H 1.69 -0.22 -2.02
H 4.36 -2.59 5.14
H 4.13 -2.06 4.67
H 0.84 1.23 -2.61
H -3.44 0.13 -1.91
H -0.04 -1.24 -1.19
```

Computed properties:
Frontier orbital gap   5.8851 eV
Net charge   +1
LUMO level   -6.70 eV

***

Q.
Density functional theory data (wB97M-V/def2-TZVPD) for a gas-phase ion, C7H16N (charge +1).

The geometry in XYZ format:
```
24
Properties=species:S:1:pos:R:3
N 1.29 -1.41 -0.38
C -1.55 -0.81 0.77
C -2.15 -0.46 -0.58
C 0.63 0.66 0.91
C -2.31 0.69 -1.16
C -0.87 0.37 1.45
C 2.35 0.79 -0.88
C 1.07 0.12 -0.45
H -1.42 1.37 1.27
H 2.97 0.37 -1.64
H -2.95 0.94 -1.95
H 0.25 0.30 -1.24
H -2.37 -1.05 1.57
H 2.10 -1.78 -0.95
H 1.36 0.16 1.65
H -0.81 0.37 2.59
H 0.48 -1.97 -0.85
H 0.84 1.69 1.29
H 3.10 0.90 -0.09
H -0.85 -1.69 0.74
H -2.11 1.62 -0.56
H -2.68 -1.32 -1.18
H 2.12 1.84 -0.96
H 1.47 -1.69 0.63
```

Computed properties:
Frontier orbital gap   9.9612 eV
Structure (SMILES)   C=CCCC[C@@H](C)[NH3+]
Net charge   +1
LUMO level   -3.52 eV

***

Structures ranked by computed energy, the most stable listed first: Q, P.